Below is a structure of composition CCsF3MgNO4S3, with properties calculated with ωB97M-V with the def2-TZVPD basis set.

Atoms and positions in Å:
Cs 3.422 -1.828 1.038
N -0.014 -0.944 1.383
S -0.899 -0.257 0.451
O -0.832 -0.444 -1.057
C -2.710 -0.611 0.791
F -3.013 -0.195 2.013
F -2.865 -1.930 0.732
F -3.497 -0.021 -0.094
Mg 0.987 0.144 -1.833
S 4.881 0.939 -1.155
O 3.984 -0.464 -1.716
S 0.750 2.146 0.215
O 0.734 2.059 -1.391
O -0.927 1.407 0.623

Values from the calculation:
Highest occupied orbital energy (alpha / beta) in eV: -2.11 / -2.06
HOMO-LUMO gap (alpha / beta) in eV: 3.6612 / 3.6161
Relative energy (zero: lowest compared OMol25 entry of this formula, charge and spin) in kcal/mol: 34.6
E in eV: -57365.8612
Charge: -1